{"formula": "C12H27N7OP", "method": "ωB97M-V with the def2-TZVPD basis set", "gap_ev": 8.72, "total_charge": 1, "elements": ["C", "C", "O", "N", "C", "N", "C", "N", "N", "P", "N", "H", "H", "H", "H", "H", "H", "H", "H", "H", "H", "H", "H", "H", "C", "C", "C", "C", "N", "H", "H", "H", "H", "H", "H", "H", "C", "C", "C", "C", "N", "H", "H", "H", "H", "H", "H", "H"], "coordinates": [[0.25264, -1.98358, 3.09470], [-0.64963, -1.07039, 2.30586], [-0.71795, -1.04680, 1.10477], [-1.39149, -0.10452, 3.08013], [-1.95878, 0.98147, 2.29026], [-2.35449, -0.74267, 3.98146], [-3.59786, -0.93663, 3.35460], [-4.57087, -0.06847, 3.61940], [-3.83653, -1.95917, 2.55766], [-5.40667, -2.21599, 1.79425], [-5.79655, -1.26218, 0.66565], [0.57996, -2.80564, 2.46214], [-0.19693, -2.38551, 4.00449], [1.12275, -1.40357, 3.41093], [-1.13069, 1.57517, 1.90783], [-2.53086, 0.63610, 1.42182], [-2.54566, 1.62903, 2.93820], [-1.97828, -1.63893, 4.27208], [-5.03344, 0.38062, 2.83048], [-4.26524, 0.62941, 4.29071], [-3.07300, -2.59690, 2.36261], [-5.28826, -3.57432, 1.48041], [-6.19440, -2.17120, 2.94901], [-5.12730, -0.57791, 0.34110], [2.18265, -1.47098, -0.50737], [3.38997, -0.73019, 0.05484], [4.35492, -0.28274, -1.04791], [4.87855, -1.41789, -1.80640], [5.29000, -2.31826, -2.38303], [2.48776, -2.39163, -1.00715], [1.48524, -1.73571, 0.28433], [1.64235, -0.85227, -1.22671], [3.91889, -1.36169, 0.77148], [3.06203, 0.16240, 0.59202], [5.19758, 0.27203, -0.63392], [3.82711, 0.37611, -1.73932], [1.49282, 3.80271, -5.42139], [2.70487, 3.12334, -4.79838], [2.33630, 1.85881, -4.00931], [1.43364, 2.15855, -2.89735], [0.73248, 2.39736, -2.02206], [0.79165, 4.14046, -4.65689], [1.79750, 4.67424, -5.99932], [0.96290, 3.12452, -6.09274], [3.22146, 3.81988, -4.13578], [3.41291, 2.83889, -5.57772], [3.23342, 1.39454, -3.59815], [1.85251, 1.13011, -4.66233]], "forces_ev_per_angstrom": [[-0.07, -0.07, -0.08], [-0.38, 0.11, -0.16], [0.18, 0.00, 0.23], [0.10, -0.31, 0.09], [0.16, 0.17, 0.01], [-0.28, -0.02, 0.16], [0.08, -0.52, -0.30], [0.81, 1.25, -0.14], [-0.01, -0.27, 0.19], [-0.25, 0.11, -0.48], [0.36, 0.29, 0.54], [-0.01, 0.05, 0.02], [0.03, 0.04, -0.01], [-0.04, 0.00, -0.03], [-0.01, -0.07, -0.04], [-0.10, 0.01, 0.11], [0.02, -0.03, 0.00], [0.20, 0.14, 0.14], [-0.62, -0.60, 0.02], [-0.10, -0.09, 0.11], [0.06, 0.15, -0.13], [0.10, -0.10, 0.17], [-0.07, -0.17, 0.05], [-0.22, -0.06, -0.44], [0.10, -0.05, 0.03], [-0.12, -0.02, -0.02], [-0.06, -0.01, 0.12], [0.01, 0.19, 0.10], [0.04, -0.21, -0.14], [0.01, 0.02, -0.03], [-0.02, 0.00, -0.03], [-0.02, 0.01, 0.02], [0.05, 0.01, -0.02], [0.03, 0.02, -0.01], [0.00, 0.01, -0.03], [0.04, 0.03, 0.00], [0.01, 0.01, 0.01], [-0.07, 0.04, -0.04], [0.08, 0.19, -0.09], [0.09, -0.15, -0.11], [-0.12, 0.02, 0.21], [-0.01, -0.02, 0.00], [-0.01, 0.00, -0.01], [0.00, 0.00, 0.00], [0.02, -0.02, 0.01], [0.02, -0.04, 0.03], [-0.01, -0.05, -0.05], [-0.01, -0.02, 0.04]], "nbo_charge": [-0.729, 0.665, -0.514, -0.301, -0.453, -0.488, 0.716, -0.749, -0.824, 1.487, -1.261, 0.259, 0.217, 0.275, 0.263, 0.198, 0.210, 0.391, 0.442, 0.434, 0.448, -0.045, -0.047, 0.407, -0.615, -0.379, -0.505, 0.277, -0.317, 0.219, 0.207, 0.212, 0.207, 0.206, 0.254, 0.233, -0.614, -0.378, -0.513, 0.302, -0.359, 0.214, 0.224, 0.206, 0.210, 0.216, 0.243, 0.250]}